{"formula": "C23H18N4O3", "method": "ωB97M-V with the def2-TZVPD basis set", "species": ["C", "O", "C", "O", "C", "C", "C", "C", "N", "C", "O", "C", "C", "N", "C", "C", "C", "C", "C", "C", "N", "C", "C", "C", "C", "N", "C", "C", "C", "C", "H", "H", "H", "H", "H", "H", "H", "H", "H", "H", "H", "H", "H", "H", "H", "H", "H", "H"], "positions_angstrom": [[-8.687, 0.081, 0.519], [-7.272, 0.171, 0.513], [-6.629, -0.784, -0.180], [-7.206, -1.671, -0.765], [-5.160, -0.626, -0.142], [-4.539, 0.409, 0.553], [-3.164, 0.522, 0.565], [-2.383, -0.405, -0.123], [-0.992, -0.352, -0.151], [-0.150, 0.566, 0.431], [-0.517, 1.522, 1.076], [1.271, 0.242, 0.200], [1.860, -1.007, 0.234], [3.193, -0.829, 0.096], [4.208, -1.794, 0.068], [3.963, -3.122, 0.403], [4.996, -4.040, 0.358], [6.271, -3.647, -0.013], [6.514, -2.323, -0.339], [5.491, -1.396, -0.301], [3.496, 0.462, -0.031], [2.365, 1.140, 0.036], [2.354, 2.590, -0.091], [1.287, 3.277, -0.665], [1.364, 4.657, -0.751], [2.399, 5.363, -0.328], [3.418, 4.707, 0.205], [3.450, 3.332, 0.347], [-3.005, -1.444, -0.821], [-4.377, -1.552, -0.830], [-9.077, 0.149, -0.499], [-9.043, 0.914, 1.120], [-9.006, -0.869, 0.952], [-5.142, 1.127, 1.086], [-2.686, 1.324, 1.103], [-0.554, -1.085, -0.692], [1.420, -1.974, 0.371], [2.980, -3.445, 0.709], [4.802, -5.069, 0.620], [7.071, -4.370, -0.044], [7.507, -2.009, -0.626], [5.658, -0.361, -0.551], [0.422, 2.754, -1.040], [0.555, 5.231, -1.184], [4.246, 5.322, 0.533], [4.296, 2.830, 0.790], [-2.402, -2.164, -1.357], [-4.869, -2.350, -1.365]], "forces_ev_per_a": [[-0.38, -0.18, -0.10], [0.41, 0.11, 0.05], [-0.30, -0.16, -0.10], [0.05, 0.11, 0.07], [0.27, 0.07, 0.03], [-0.19, -0.28, -0.19], [0.22, 0.15, 0.09], [-0.49, 0.07, 0.12], [0.20, -0.28, -0.17], [-0.12, -0.29, -0.02], [0.00, 0.09, -0.02], [0.65, -0.14, 0.05], [-0.16, 0.35, -0.03], [-0.95, 0.28, 0.09], [0.83, -0.56, -0.05], [-0.12, 0.23, -0.02], [0.06, -0.01, -0.03], [0.06, -0.07, 0.01], [-0.05, -0.10, 0.03], [-0.17, 0.09, 0.00], [0.34, 0.62, -0.07], [-0.28, -0.85, 0.05], [0.15, 0.65, -0.05], [0.25, -0.07, 0.10], [-0.23, -0.18, -0.13], [0.02, 0.49, -0.02], [0.23, -0.13, 0.10], [-0.25, -0.09, -0.09], [0.08, 0.09, 0.06], [-0.17, 0.13, 0.10], [0.00, 0.00, 0.11], [0.03, -0.04, -0.03], [0.00, 0.10, -0.03], [-0.02, 0.06, 0.05], [-0.01, 0.00, 0.00], [0.01, 0.25, 0.06], [-0.04, -0.20, 0.04], [-0.10, -0.02, 0.04], [-0.02, -0.07, 0.02], [0.07, -0.06, 0.00], [0.08, 0.04, -0.03], [0.05, 0.03, -0.02], [-0.08, 0.00, -0.01], [-0.11, -0.05, -0.05], [0.11, -0.04, 0.06], [0.09, -0.01, 0.06], [0.05, -0.07, -0.06], [-0.03, -0.06, -0.04]], "de_lowest_ev": 0.0000, "spin_multiplicity": 1, "orbital_gap_ev": 8.92, "homo_energy_ev": -8.78}

{"formula": "C5H10O2", "method": "ωB97M-V with the def2-TZVPD basis set", "species": ["O", "C", "C", "C", "C", "O", "C", "H", "H", "H", "H", "H", "H", "H", "H", "H", "H"], "positions_angstrom": [[2.460, 0.055, 0.742], [1.524, -0.543, -0.130], [0.148, -0.433, 0.489], [-0.381, 1.020, 0.612], [-1.677, 0.945, -0.223], [-2.112, -0.390, -0.114], [-0.915, -1.040, -0.450], [3.324, 0.024, 0.314], [1.505, -0.040, -1.114], [1.759, -1.607, -0.305], [0.170, -0.924, 1.471], [-0.526, 1.320, 1.655], [0.308, 1.738, 0.159], [-1.346, 1.045, -1.300], [-2.506, 1.601, 0.064], [-0.664, -0.648, -1.485], [-1.070, -2.122, -0.385]], "forces_ev_per_a": [[0.37, 0.04, -0.09], [-0.35, -0.15, -0.25], [0.00, -0.03, -0.10], [0.00, 0.10, -0.05], [0.10, 0.36, -0.26], [-0.16, -0.03, 0.00], [0.28, -0.12, -0.26], [-0.08, 0.05, 0.17], [0.11, -0.05, 0.20], [0.03, 0.20, 0.04], [-0.14, 0.03, -0.28], [-0.15, -0.11, -0.23], [0.06, -0.05, 0.11], [-0.70, 0.69, 0.79], [0.38, 0.04, -0.20], [0.03, -1.19, 0.61], [0.23, 0.24, -0.19]], "de_lowest_ev": 1.8478, "spin_multiplicity": 1, "orbital_gap_ev": 10.79, "homo_energy_ev": -9.91}

{"formula": "C5H9NO", "method": "ωB97M-V with the def2-TZVPD basis set", "species": ["O", "C", "C", "N", "C", "C", "C", "H", "H", "H", "H", "H", "H", "H", "H", "H"], "positions_angstrom": [[-0.467, -1.752, 0.824], [0.537, -1.070, 0.145], [0.627, 0.262, 1.034], [-0.067, 1.354, 0.262], [0.624, 1.198, -1.046], [-0.003, -0.183, -1.054], [-1.211, 0.502, -0.240], [-0.556, -2.584, 0.262], [1.379, -1.663, -0.251], [0.277, 0.094, 2.106], [1.522, 0.652, 1.334], [1.691, 1.349, -1.017], [0.257, 1.802, -1.826], [-0.224, -0.624, -2.018], [-1.660, -0.038, 0.618], [-1.924, 1.287, -0.670]], "forces_ev_per_a": [[0.19, -3.77, -1.82], [-0.09, 4.37, -0.68], [-0.56, -0.36, 1.50], [0.24, -0.43, 1.87], [0.27, -1.24, 1.44], [-2.65, -1.30, -0.58], [0.19, 2.11, -0.30], [-0.44, 1.20, 1.44], [0.01, 0.20, 1.03], [-0.84, -0.02, -1.65], [3.22, 0.69, -0.20], [0.53, -0.28, 0.19], [-0.92, 0.92, -0.73], [0.11, -0.65, -0.18], [-0.04, 0.28, -1.09], [0.77, -1.72, -0.24]], "de_lowest_ev": 4.0955, "spin_multiplicity": 1, "orbital_gap_ev": 9.51, "homo_energy_ev": -8.69}

{"formula": "C4H3N3", "method": "ωB97M-V with the def2-TZVPD basis set", "species": ["C", "C", "C", "C", "N", "N", "N", "H", "H", "H"], "positions_angstrom": [[-0.699, -1.224, 0.948], [-1.834, -1.324, 0.316], [-0.061, -0.173, 0.086], [1.026, -0.206, -0.762], [1.303, 1.051, -1.183], [0.414, 1.864, -0.689], [-0.401, 1.147, 0.071], [-0.161, -1.668, 1.786], [1.620, -1.056, -1.060], [-1.207, 1.590, 0.487]], "forces_ev_per_a": [[-0.26, 0.13, -0.23], [0.66, -0.04, 0.40], [0.14, 0.29, -0.37], [0.08, -0.12, 0.15], [-0.20, -0.13, -0.01], [-0.05, -0.25, 0.05], [-0.05, 0.01, 0.13], [-0.39, 0.07, -0.25], [-0.03, 0.12, 0.05], [0.09, -0.09, 0.08]], "de_lowest_ev": 4.5569, "spin_multiplicity": 1, "orbital_gap_ev": 9.39, "homo_energy_ev": -10.16}

{"formula": "C16H13Cl40NO2", "method": "ωB97M-V with the def2-TZVPD basis set", "species": ["Cl", "C", "Cl", "Cl", "Cl", "Cl", "C", "Cl", "Cl", "Cl", "Cl", "C", "Cl", "Cl", "Cl", "Cl", "C", "Cl", "Cl", "Cl", "Cl", "C", "Cl", "Cl", "Cl", "Cl", "C", "Cl", "Cl", "Cl", "Cl", "C", "Cl", "Cl", "Cl", "Cl", "C", "Cl", "Cl", "Cl", "Cl", "C", "Cl", "Cl", "Cl", "Cl", "C", "Cl", "Cl", "Cl", "C", "C", "C", "C", "N", "C", "O", "C", "O", "H", "H", "H", "H", "H", "H", "H", "H", "H", "H", "H", "H", "H"], "positions_angstrom": [[-5.953, 1.542, -2.550], [-4.793, 0.777, -1.457], [-4.534, 1.818, -0.052], [-5.442, -0.782, -0.917], [-3.261, 0.526, -2.290], [-0.320, -3.102, -1.120], [0.638, -3.879, 0.149], [0.460, -2.947, 1.630], [0.083, -5.536, 0.405], [2.336, -3.896, -0.346], [2.834, -1.782, 4.902], [3.382, -3.453, 4.709], [2.385, -4.514, 5.707], [3.256, -3.935, 3.018], [5.069, -3.563, 5.231], [4.604, -0.608, 7.236], [4.208, 0.796, 8.228], [4.952, 2.239, 7.530], [2.452, 0.998, 8.266], [4.806, 0.567, 9.874], [-5.726, 4.129, 2.517], [-7.040, 3.127, 3.147], [-6.601, 2.524, 4.748], [-8.511, 4.096, 3.265], [-7.313, 1.766, 2.059], [3.167, 1.183, 0.080], [1.586, 1.020, 0.848], [0.961, 2.620, 1.252], [0.478, 0.213, -0.267], [1.746, 0.057, 2.324], [-1.222, 5.497, -3.164], [-0.131, 4.997, -1.867], [1.510, 5.544, -2.233], [-0.659, 5.723, -0.342], [-0.147, 3.245, -1.720], [7.404, 5.011, -0.498], [6.132, 3.822, -0.215], [6.253, 3.197, 1.433], [4.558, 4.591, -0.441], [6.310, 2.489, -1.363], [6.421, -2.837, 9.552], [5.031, -3.902, 9.774], [5.048, -4.550, 11.418], [3.530, -3.004, 9.518], [5.122, -5.235, 8.619], [7.632, 9.455, -3.722], [7.867, 7.706, -3.666], [8.997, 7.310, -2.362], [6.317, 6.914, -3.378], [8.535, 7.150, -5.203], [-5.871, -3.529, -2.510], [-5.333, -3.477, -3.935], [-4.982, -2.070, -4.392], [-4.493, -2.030, -5.864], [-3.180, -1.369, -5.975], [-2.065, -2.246, -5.709], [-1.990, -2.505, -4.296], [-0.901, -2.004, -3.663], [-0.880, -0.915, -3.179], [-6.828, -3.014, -2.399], [-5.160, -3.065, -1.826], [-6.032, -4.566, -2.205], [-6.083, -3.878, -4.630], [-4.471, -4.149, -4.023], [-5.871, -1.435, -4.328], [-4.204, -1.620, -3.779], [-4.467, -3.069, -6.230], [-5.188, -1.464, -6.484], [-3.071, -1.093, -6.948], [-1.163, -1.723, -6.042], [-2.137, -3.213, -6.223], [-0.045, -2.686, -3.626]], "forces_ev_per_a": [[-0.02, 0.00, -0.01], [0.14, 0.06, 0.07], [0.05, 0.04, -0.04], [0.04, 0.41, 0.08], [-0.11, -0.04, 0.08], [0.06, -0.28, 0.44], [-0.10, 0.06, 0.05], [-0.25, -0.09, -0.07], [0.01, 0.04, -0.02], [0.02, 0.00, 0.01], [-0.21, -0.20, -0.23], [0.01, 0.00, -0.01], [0.01, 0.00, 0.01], [0.22, -0.04, 0.12], [0.02, 0.01, 0.03], [0.23, 0.26, 0.19], [0.03, -0.01, 0.00], [-0.01, 0.01, 0.00], [-0.02, 0.00, 0.00], [0.00, -0.01, -0.01], [0.01, 0.01, 0.00], [-0.01, -0.02, -0.01], [0.00, 0.00, 0.01], [0.00, 0.01, 0.00], [-0.08, -0.01, 0.05], [0.04, -0.01, -0.01], [-0.05, -0.01, -0.01], [0.11, -0.03, 0.32], [0.01, 0.02, -0.01], [0.08, 0.16, -0.03], [0.01, 0.02, 0.01], [-0.01, -0.04, 0.00], [0.03, 0.02, -0.02], [-0.01, 0.00, 0.02], [-0.12, 0.02, -0.32], [-0.01, -0.08, 0.05], [0.00, 0.04, 0.04], [-0.02, 0.00, -0.01], [-0.03, -0.01, -0.01], [-0.03, -0.01, 0.00], [-0.01, 0.02, -0.02], [-0.07, -0.05, 0.04], [0.01, 0.00, 0.01], [0.02, -0.07, 0.03], [-0.01, -0.01, -0.01], [0.00, 0.01, 0.00], [-0.01, 0.00, -0.01], [0.02, 0.06, -0.05], [0.01, 0.00, 0.00], [0.01, 0.00, 0.00], [0.02, -0.38, -0.02], [-0.28, -0.03, -0.08], [-0.09, 0.16, -0.62], [0.11, -0.02, 0.70], [0.00, -0.54, -0.64], [-0.19, 0.55, 0.00], [0.17, -0.47, -0.13], [-0.14, 0.43, -0.55], [0.16, 0.12, 0.19], [0.07, 0.09, -0.12], [-0.03, -0.27, -0.04], [0.05, 0.06, 0.06], [0.00, -0.04, 0.10], [0.09, 0.19, 0.02], [0.05, -0.02, 0.24], [-0.12, -0.07, 0.12], [0.10, 0.10, -0.21], [0.01, -0.08, 0.01], [0.04, 0.28, 0.14], [0.04, -0.14, 0.03], [-0.06, -0.08, 0.22], [-0.02, -0.08, -0.14]], "spin_multiplicity": 1, "orbital_gap_ev": 9.77, "homo_energy_ev": -9.65}

Number 1: electronic energy -36246.78275 eV, LUMO level 0.1 eV. Number 2: electronic energy -9441.19522 eV, LUMO level 0.9 eV. Number 3: electronic energy -8865.11711 eV, LUMO level 0.8 eV. Number 4: electronic energy -8661.85393 eV, LUMO level -0.8 eV. Number 5: electronic energy -523280.86426 eV, LUMO level 0.1 eV.